Entry 1:
C9H21CeNO3S4SbSi | the ωB97M-V functional and the def2-TZVPD basis

Positions of all 41 atoms, in Å:
1 Ce 2.7732 0.4417 -0.4089
2 Sb 5.0624 -0.6659 1.8264
3 S 6.7098 0.9520 2.0811
4 S 5.6669 -2.6043 2.8351
5 S 2.9127 0.2400 2.3245
6 S 4.8057 -1.2632 -0.5027
7 Si -0.3963 -0.1030 -0.6240
8 O 2.7446 1.6807 -2.3308
9 O 3.3597 2.6652 -0.3379
10 O 3.1518 3.8610 -2.1127
11 N 3.0356 2.7731 -1.5823
12 C -1.5500 1.3680 -0.0760
13 C -1.0637 1.8804 1.2937
14 C -3.0402 1.0895 0.1420
15 C 0.3618 -2.8243 -0.1952
16 C -1.4917 2.5155 -1.1502
17 C -2.1979 -2.2869 0.0412
18 C -1.0562 -0.4308 -2.3568
19 C -0.5997 -1.7382 1.8534
20 C -0.7516 -1.8593 0.3079
21 H -3.1517 0.2823 0.9033
22 H -1.2788 1.1848 2.1310
23 H -2.4650 -3.0868 0.7290
24 H -0.7511 -1.4392 -2.7251
25 H 0.3808 -1.2867 2.0828
26 H -1.9414 2.1600 -2.0909
27 H 1.3677 -2.5477 0.2220
28 H -0.4674 2.8830 -1.4309
29 H -1.7097 2.7541 1.5598
30 H 0.4630 -2.8831 -1.2840
31 H -1.3837 -1.1381 2.2389
32 H -2.0690 3.3556 -0.7716
33 H 0.2170 -3.8393 0.2578
34 H -3.4856 1.9603 0.5748
35 H -2.1278 -0.3755 -2.4844
36 H -0.6625 -2.7128 2.4006
37 H -0.6549 0.2722 -3.0553
38 H -3.5565 0.7979 -0.7489
39 H -2.2458 -2.6459 -0.9703
40 H 0.0052 2.1191 1.3183
41 H -2.9196 -1.5054 0.1152

Its charge is -2. The value obtained for the HOMO energy (alpha / beta) is -1.54 / -1.54 eV. The total energy comes out at -87992.830 eV. As for the expectation value of S²: 0.751. The orbital gap (alpha / beta) comes out at 6.0 / 6.0 eV. As for the LUMO energy (alpha / beta): 0.1624 / 0.1624 Eh. Its multiplicity is 2.

***

Entry 2:
C9H21Cl2FN4O5P | the ωB97M-V functional and the def2-TZVPD basis

Positions of all 43 atoms, in Å:
1 Cl -2.4293 -0.0754 4.3980
2 Cl 0.2003 0.4815 1.0456
3 P 1.0442 2.1422 -4.0557
4 F -0.3930 -4.3822 0.6378
5 O 1.7491 3.0004 -3.0678
6 O -0.1127 1.3914 -3.1742
7 O 2.0505 1.9182 -5.2868
8 O 0.4994 -2.7158 -0.4812
9 O -0.0442 2.9131 -4.9549
10 N -1.4748 -1.9148 2.7852
11 N 0.4204 -3.3282 3.0369
12 N -1.1995 -3.4100 4.6570
13 N 1.0932 -4.3257 3.7265
14 C 0.3719 -3.3010 0.5325
15 C 0.3219 0.6456 -2.0261
16 C -1.8083 1.8170 2.2520
17 C -1.3567 0.3892 1.9525
18 C 1.0453 -2.8306 1.8009
19 C 2.7787 3.0707 -5.7207
20 C -1.1910 -0.5278 3.1659
21 C -0.7155 -2.8692 3.4578
22 C -0.9076 3.8671 -4.3371
23 H -1.8458 3.3940 -4.0475
24 H 2.1509 3.9592 -5.7264
25 H -1.4528 2.1935 3.2046
26 H 0.9768 -1.7454 1.8158
27 H -0.4366 -0.1026 -1.8007
28 H 3.1166 2.8626 -6.7335
29 H -1.4881 -2.0475 1.7799
30 H -0.4365 4.3214 -3.4649
31 H 1.2699 0.1431 -2.2117
32 H -2.1283 -3.7765 4.4633
33 H 1.1632 -4.1107 4.7131
34 H -1.1161 4.6401 -5.0735
35 H -2.8906 1.8688 2.1912
36 H 2.1033 -3.0683 1.7573
37 H -1.4304 2.4871 1.4863
38 H 0.4222 1.3172 -1.1788
39 H -1.2979 -2.6540 5.3338
40 H -0.2104 -0.3916 3.6139
41 H 2.0255 -4.4417 3.3545
42 H 3.6434 3.2301 -5.0809
43 H -2.0806 -0.0343 1.2605

Its charge is +1. Its relative energy (zero: lowest compared OMol25 entry of this formula, charge and spin) is 0.0 kJ/mol. The value obtained for the HOMO energy is -11.87 eV. The total energy comes out at -62915.653 eV. The orbital gap comes out at 7.6 eV. As for the LUMO energy: -0.1580 Eh.

***

Entry 3:
C9H21ClFO2P2Sn | the ωB97M-V functional and the def2-TZVPD basis

Positions of all 37 atoms, in Å:
1 Sn 0.3663 -0.7176 -0.2277
2 Cl 1.8081 -2.5987 -0.8148
3 P -0.1969 -0.5260 2.5309
4 P 0.9799 1.3244 -2.0465
5 F 2.2678 -0.2778 0.4604
6 O -0.7369 3.2503 1.0681
7 O -2.6095 -0.3972 -0.6168
8 C -2.3876 -2.8096 -1.5655
9 C 0.5140 3.0825 -2.2123
10 C 1.2461 -1.0026 3.4956
11 C 0.2948 0.5688 -3.5896
12 C 2.7747 1.3807 -2.3396
13 C -1.0159 0.7259 3.5458
14 C -1.3560 -2.0026 2.6816
15 C -0.1630 2.3165 0.8494
16 C -2.1871 -1.4674 -1.0035
17 H 0.7909 3.4899 -3.1891
18 H -1.7325 -2.9509 -2.4632
19 H -1.9100 1.0809 3.0545
20 H 1.9091 -1.6273 2.9026
21 H 1.0261 3.6531 -1.4351
22 H 3.0020 1.6375 -3.3899
23 H 3.2154 0.4127 -2.0907
24 H 1.7891 -0.0993 3.7524
25 H 3.2109 2.1349 -1.6822
26 H 0.3596 -0.5373 -3.5237
27 H -0.7574 0.8697 -3.7051
28 H -0.9749 -2.8511 2.0573
29 H -0.3380 1.5584 3.6608
30 H -1.3820 -2.3060 3.7601
31 H -1.9888 -3.5898 -0.8631
32 H -2.3728 -1.7109 2.3341
33 H 0.8979 0.9210 -4.4557
34 H -1.2786 0.3537 4.5269
35 H -3.4777 -2.9494 -1.8115
36 H 0.9752 -1.5279 4.4165
37 H -0.5620 3.1883 -2.0713

Its charge is +3. Its relative energy (zero: lowest compared OMol25 entry of this formula, charge and spin) is 195.2 kJ/mol. The value obtained for the HOMO energy (alpha / beta) is -20.33 / -20.34 eV. The total energy comes out at -53385.137 eV. The orbital gap (alpha / beta) comes out at 5.3 / 5.4 eV. As for the LUMO energy (alpha / beta): -0.5507 / -0.5506 Eh.

***

Copy entry 1 word for word.
C9H21CeNO3S4SbSi | the ωB97M-V functional and the def2-TZVPD basis

Positions of all 41 atoms, in Å:
1 Ce 2.7732 0.4417 -0.4089
2 Sb 5.0624 -0.6659 1.8264
3 S 6.7098 0.9520 2.0811
4 S 5.6669 -2.6043 2.8351
5 S 2.9127 0.2400 2.3245
6 S 4.8057 -1.2632 -0.5027
7 Si -0.3963 -0.1030 -0.6240
8 O 2.7446 1.6807 -2.3308
9 O 3.3597 2.6652 -0.3379
10 O 3.1518 3.8610 -2.1127
11 N 3.0356 2.7731 -1.5823
12 C -1.5500 1.3680 -0.0760
13 C -1.0637 1.8804 1.2937
14 C -3.0402 1.0895 0.1420
15 C 0.3618 -2.8243 -0.1952
16 C -1.4917 2.5155 -1.1502
17 C -2.1979 -2.2869 0.0412
18 C -1.0562 -0.4308 -2.3568
19 C -0.5997 -1.7382 1.8534
20 C -0.7516 -1.8593 0.3079
21 H -3.1517 0.2823 0.9033
22 H -1.2788 1.1848 2.1310
23 H -2.4650 -3.0868 0.7290
24 H -0.7511 -1.4392 -2.7251
25 H 0.3808 -1.2867 2.0828
26 H -1.9414 2.1600 -2.0909
27 H 1.3677 -2.5477 0.2220
28 H -0.4674 2.8830 -1.4309
29 H -1.7097 2.7541 1.5598
30 H 0.4630 -2.8831 -1.2840
31 H -1.3837 -1.1381 2.2389
32 H -2.0690 3.3556 -0.7716
33 H 0.2170 -3.8393 0.2578
34 H -3.4856 1.9603 0.5748
35 H -2.1278 -0.3755 -2.4844
36 H -0.6625 -2.7128 2.4006
37 H -0.6549 0.2722 -3.0553
38 H -3.5565 0.7979 -0.7489
39 H -2.2458 -2.6459 -0.9703
40 H 0.0052 2.1191 1.3183
41 H -2.9196 -1.5054 0.1152

Its charge is -2. The value obtained for the HOMO energy (alpha / beta) is -1.54 / -1.54 eV. The total energy comes out at -87992.830 eV. As for the expectation value of S²: 0.751. The orbital gap (alpha / beta) comes out at 6.0 / 6.0 eV. As for the LUMO energy (alpha / beta): 0.1624 / 0.1624 Eh. Its multiplicity is 2.

***

Which value of charge does entry 3 give?
+3